[1]
The following is a DFT calculation (wB97M-V/def2-TZVPD) of C15H35B3NO11PS2 as an isolated structure at a distorted geometry.

For the HOMO energy, the calculation gives -8.5 eV. The spin multiplicity is 1. The calculation puts the maximum force at 0.046 Eh/bohr. The value obtained for the LUMO energy is -1.2 eV. The calculation puts the HOMO-LUMO gap at 0.2686 hartree. For the total energy, the calculation gives -2687.28620 Ha.

```
68
C15H35B3NO11PS2 wB97M-V/def2-TZVPD
C 1.02 -3.60 4.39
C 1.50 -2.37 4.00
C 0.84 -1.15 4.46
O -0.20 -1.21 5.10
O 1.44 0.02 4.10
C 0.71 0.69 3.05
C -0.47 1.52 3.56
C -1.83 0.86 3.23
C -2.86 1.00 4.33
C -4.01 -0.02 4.11
C -3.69 -1.29 4.94
B -4.10 -2.63 4.28
O -4.15 -3.85 4.98
B -3.16 -4.64 4.43
O -3.07 -4.73 3.04
B -3.28 -3.51 2.43
P -2.15 -2.76 1.05
N -2.44 -3.39 -0.38
O -4.35 -2.76 2.90
H 1.05 -3.94 5.42
H 0.63 -4.30 3.65
H 2.39 -2.35 3.38
H 1.40 1.36 2.55
H 0.41 -0.03 2.28
H -0.42 1.72 4.63
H -0.43 2.49 3.07
H -1.65 -0.18 2.98
H -2.21 1.38 2.34
H -3.27 2.01 4.35
H -2.40 0.75 5.29
H -4.97 0.39 4.39
H -3.99 -0.26 3.05
H -2.59 -1.35 4.99
H -4.03 -1.21 5.97
H -2.36 -5.19 5.11
H -0.81 -2.90 1.49
H -2.42 -1.37 1.06
H -1.59 -3.82 -0.74
O 1.89 0.73 -0.14
S 2.51 0.32 -1.36
O 3.87 -0.12 -1.38
O 2.32 1.47 -2.44
C 2.73 2.81 -2.10
C 4.23 2.99 -2.18
C 1.50 -0.89 -2.14
H 2.35 3.07 -1.11
H 2.23 3.46 -2.82
H 4.74 2.41 -1.40
H 4.49 4.04 -2.04
H 4.61 2.65 -3.14
H 0.47 -0.53 -2.17
H 1.56 -1.80 -1.55
H 1.87 -1.07 -3.15
O 1.77 0.14 -7.57
S 1.67 1.05 -6.48
O 0.53 1.03 -5.60
O 1.86 2.53 -7.03
C 1.02 2.95 -8.13
C -0.38 3.30 -7.69
C 3.13 0.99 -5.51
H 1.01 2.18 -8.91
H 1.51 3.83 -8.56
H -0.92 2.42 -7.35
H -0.94 3.74 -8.52
H -0.36 4.01 -6.86
H 4.00 1.06 -6.17
H 3.14 0.04 -4.98
H 3.12 1.81 -4.80
```

The molecule's Mulliken atomic charges, reported in e, are given here:
1. C -0.544
2. C -0.466
3. C 0.767
4. O -0.551
5. O -0.458
6. C -0.422
7. C -1.021
8. C 0.227
9. C -1.044
10. C -0.592
11. C -0.387
12. B 0.295
13. O -0.479
14. B 0.561
15. O -0.485
16. B 0.518
17. P 0.552
18. N -0.818
19. O -0.321
20. H 0.272
21. H 0.235
22. H 0.450
23. H 0.297
24. H 0.291
25. H 0.412
26. H 0.517
27. H -0.344
28. H 0.453
29. H 0.440
30. H 0.466
31. H 0.468
32. H 0.238
33. H 0.065
34. H 0.355
35. H -0.117
36. H -0.026
37. H -0.019
38. H 0.225
39. O -0.530
40. S 1.129
41. O -0.658
42. O -0.147
43. C -0.513
44. C -0.933
45. C -0.887
46. H 0.396
47. H 0.300
48. H 0.304
49. H 0.397
50. H 0.245
51. H 0.327
52. H 0.382
53. H 0.246
54. O -0.685
55. S 1.289
56. O -0.583
57. O -0.281
58. C -0.391
59. C -0.983
60. C -0.754
61. H 0.358
62. H 0.272
63. H 0.289
64. H 0.388
65. H 0.263
66. H 0.442
67. H 0.323
68. H -0.015



[2]
The following is a DFT calculation (wB97M-V/def2-TZVPD) of an isolated molecule of C15H35BN2O3 at a distorted geometry.

For the HOMO energy, the calculation gives -9.2 eV. The spin multiplicity is 1. As for the structure (SMILES): COCCCCCCCCCCC[C@H](OCCN)B(N)O. The calculation puts the maximum force at 0.030 Eh/bohr. The value obtained for the LUMO energy is 0.4 eV. The calculation puts the HOMO-LUMO gap at 0.3559 hartree. For the total energy, the calculation gives -952.63298 Ha.

```
56
C15H35BN2O3 wB97M-V/def2-TZVPD
C 5.86 0.48 0.12
O 4.83 -0.17 0.84
C 4.22 -1.25 0.15
C 3.64 -2.21 1.17
C 2.18 -1.96 1.57
C 1.17 -2.76 0.74
C 0.69 -2.04 -0.51
C -0.15 -2.97 -1.38
C -1.58 -2.49 -1.69
C -2.40 -2.13 -0.44
C -3.24 -0.85 -0.59
C -3.60 -0.21 0.74
C -2.52 0.63 1.41
C -1.90 1.72 0.51
O -0.92 2.37 1.31
C -0.16 3.37 0.66
C 0.58 2.94 -0.60
N -0.16 3.20 -1.86
B -3.09 2.68 0.03
N -3.29 3.98 0.58
O -3.99 2.30 -0.96
H 6.82 0.21 0.55
H 5.74 1.54 0.20
H 5.87 0.19 -0.92
H 3.47 -0.83 -0.52
H 4.96 -1.77 -0.45
H 3.73 -3.21 0.77
H 4.27 -2.12 2.04
H 1.92 -0.92 1.53
H 2.09 -2.28 2.60
H 1.63 -3.70 0.46
H 0.30 -2.94 1.36
H 0.12 -1.18 -0.19
H 1.52 -1.68 -1.10
H -0.24 -3.94 -0.90
H 0.35 -3.12 -2.33
H -1.52 -1.65 -2.36
H -2.06 -3.28 -2.25
H -3.13 -2.92 -0.33
H -1.76 -2.09 0.43
H -4.16 -1.18 -1.05
H -2.80 -0.16 -1.29
H -4.51 0.36 0.66
H -3.84 -1.04 1.39
H -2.97 1.18 2.22
H -1.75 0.02 1.86
H -1.48 1.22 -0.36
H -0.73 4.26 0.44
H 0.58 3.67 1.39
H 1.51 3.47 -0.67
H 0.72 1.88 -0.55
H -0.66 2.38 -2.17
H -0.86 3.92 -1.72
H -3.19 4.71 -0.11
H -2.63 4.19 1.33
H -3.49 2.16 -1.77
```

The molecule's Mulliken atomic charges, reported in e, are given here:
1. C -0.762
2. O -0.368
3. C -0.471
4. C -0.873
5. C -0.859
6. C -0.756
7. C 0.578
8. C -1.207
9. C -0.998
10. C -0.425
11. C -0.702
12. C -0.998
13. C -1.151
14. C 0.731
15. O -0.457
16. C -0.377
17. C -0.607
18. N -0.616
19. B 0.369
20. N -0.681
21. O -0.593
22. H 0.255
23. H 0.246
24. H 0.361
25. H 0.344
26. H 0.365
27. H 0.441
28. H 0.399
29. H 0.346
30. H 0.418
31. H 0.421
32. H 0.335
33. H -0.401
34. H 0.381
35. H 0.443
36. H 0.391
37. H 0.373
38. H 0.415
39. H 0.505
40. H 0.204
41. H 0.430
42. H 0.321
43. H 0.443
44. H 0.486
45. H 0.349
46. H 0.337
47. H -0.102
48. H 0.231
49. H 0.424
50. H 0.375
51. H 0.207
52. H 0.321
53. H 0.269
54. H 0.259
55. H 0.316
56. H 0.316



[3]
The following is a DFT calculation (wB97M-V/def2-TZVPD) of C15H35BO6S as an isolated structure.

For the HOMO energy, the calculation gives -10.8 eV. The spin multiplicity is 1. The calculation puts the energy relative to the best compared isomer or geometry (same formula, charge and spin) at 0.0 kJ/mol. The calculation puts the maximum force at 0.016 Eh/bohr. The value obtained for the LUMO energy is 0.0 eV. The calculation puts the HOMO-LUMO gap at 0.4001 hartree. For the total energy, the calculation gives -1467.10054 Ha.

```
58
C15H35BO6S wB97M-V/def2-TZVPD
O 2.35 2.45 -6.09
S 2.70 1.79 -4.89
O 2.11 2.15 -3.65
O 2.58 0.22 -5.09
C 3.52 -0.37 -4.17
C 4.78 0.50 -4.31
C 5.67 0.66 -3.08
B 5.04 0.62 -1.62
O 4.79 -0.57 -0.98
O 4.75 1.77 -0.93
O 4.28 1.80 -4.74
H 3.68 -1.40 -4.51
H 3.10 -0.36 -3.16
H 5.37 0.14 -5.16
H 6.43 -0.13 -3.15
H 6.21 1.60 -3.22
H 5.09 -1.35 -1.46
H 5.14 1.80 -0.06
C -1.74 -2.74 0.27
C -1.52 -1.60 -0.71
C -0.29 -1.78 -1.60
C 1.03 -1.88 -0.84
C 1.34 -0.69 0.08
C 1.42 0.63 -0.67
H -0.91 -2.83 0.97
H -2.64 -2.57 0.86
H -1.86 -3.69 -0.25
H -1.44 -0.65 -0.16
H -2.40 -1.49 -1.35
H -0.24 -0.95 -2.32
H -0.42 -2.69 -2.20
H 1.84 -1.97 -1.57
H 1.05 -2.80 -0.25
H 2.29 -0.89 0.58
H 0.58 -0.63 0.87
H 2.17 0.59 -1.45
H 1.70 1.45 0.00
H 0.47 0.90 -1.14
C -5.54 2.52 3.56
C -5.05 1.38 2.68
C -4.86 0.06 3.44
C -3.83 0.12 4.57
C -2.44 0.56 4.14
C -1.81 -0.35 3.10
H -4.82 2.76 4.35
H -5.70 3.43 2.98
H -6.49 2.26 4.05
H -4.12 1.66 2.20
H -5.77 1.21 1.88
H -4.59 -0.72 2.73
H -5.83 -0.25 3.86
H -3.76 -0.88 5.02
H -4.19 0.78 5.36
H -1.79 0.60 5.02
H -2.48 1.59 3.75
H -1.74 -1.38 3.46
H -0.80 -0.02 2.84
H -2.39 -0.37 2.17
```

The molecule's Mulliken atomic charges, reported in e, are given here:
1. O -0.605
2. S 1.112
3. O -0.479
4. O -0.383
5. C 0.162
6. C 0.408
7. C -1.000
8. B 0.581
9. O -0.583
10. O -0.485
11. O -0.357
12. H 0.385
13. H -0.367
14. H 0.417
15. H 0.337
16. H 0.289
17. H 0.294
18. H 0.291
19. C -1.173
20. C -0.323
21. C -0.735
22. C -0.756
23. C 0.386
24. C -0.848
25. H 0.263
26. H 0.329
27. H 0.367
28. H 0.116
29. H 0.421
30. H 0.286
31. H 0.417
32. H 0.270
33. H 0.408
34. H 0.394
35. H -0.372
36. H -0.141
37. H 0.433
38. H 0.291
39. C -1.243
40. C -0.307
41. C -0.578
42. C -0.832
43. C -0.549
44. C -0.695
45. H 0.285
46. H 0.386
47. H 0.297
48. H 0.230
49. H 0.372
50. H 0.196
51. H 0.402
52. H 0.361
53. H 0.341
54. H 0.396
55. H 0.275
56. H 0.315
57. H 0.300
58. H -0.005



[4]
The following is a DFT calculation (wB97M-V/def2-TZVPD) of C15H35Br2O6P2S as an isolated structure at a distorted geometry.

For the HOMO energy, the calculation gives -11.2 eV. The spin multiplicity is 1. The calculation puts the energy relative to the best compared isomer or geometry (same formula, charge and spin) at 23.8 kJ/mol. The calculation puts the maximum force at 0.029 Eh/bohr. As for the net charge: +1. The value obtained for the LUMO energy is -4.2 eV. The calculation puts the HOMO-LUMO gap at 0.2566 hartree. For the total energy, the calculation gives -7272.44016 Ha.

```
61
C15H35Br2O6P2S wB97M-V/def2-TZVPD
C -5.10 -0.82 1.76
C -3.68 -1.27 1.78
Br -3.27 -2.33 3.25
C -2.73 -0.97 0.87
Br -0.94 -1.48 0.97
P -3.07 0.05 -0.53
P -2.78 2.19 0.05
S -4.52 3.03 0.10
H -5.29 0.02 1.11
H -5.40 -0.54 2.76
H -5.74 -1.65 1.45
H -2.25 -0.35 -1.59
H -4.39 -0.03 -0.96
H -1.87 2.70 -0.88
H -2.13 2.08 1.29
C 2.68 5.74 2.97
O 2.42 4.63 3.81
C 1.23 4.72 4.57
C 0.41 3.45 4.51
O -0.15 3.15 3.23
C 0.69 2.71 2.19
C 1.24 1.30 2.32
O 2.20 1.17 3.33
C 2.03 0.07 4.20
H 3.22 6.52 3.50
H 3.30 5.38 2.15
H 1.76 6.16 2.56
H 0.62 5.57 4.26
H 1.49 4.87 5.63
H -0.46 3.60 5.16
H 0.96 2.60 4.91
H 1.48 3.42 1.97
H 0.03 2.69 1.31
H 1.71 1.05 1.36
H 0.40 0.61 2.48
H 0.98 -0.13 4.40
H 2.52 0.32 5.15
H 2.51 -0.83 3.80
C 2.05 -1.41 -1.66
O 1.94 -2.62 -2.36
C 0.89 -3.48 -1.96
C 0.05 -3.97 -3.11
O -0.73 -2.97 -3.76
C -0.10 -2.03 -4.61
C 0.43 -2.57 -5.92
O 1.53 -3.44 -5.75
C 1.48 -4.65 -6.47
H 2.65 -1.53 -0.75
H 2.56 -0.69 -2.31
H 1.07 -1.00 -1.40
H 0.22 -2.99 -1.24
H 1.33 -4.35 -1.46
H -0.69 -4.65 -2.68
H 0.64 -4.55 -3.82
H 0.68 -1.47 -4.09
H -0.89 -1.33 -4.87
H 0.75 -1.71 -6.52
H -0.38 -3.07 -6.46
H 0.46 -5.03 -6.55
H 2.08 -5.38 -5.93
H 1.89 -4.53 -7.48
```

The molecule's Mulliken atomic charges, reported in e, are given here:
1. C -1.256
2. C 0.623
3. Br -0.035
4. C 0.028
5. Br -0.040
6. P -0.118
7. P 0.351
8. S -0.287
9. H 0.305
10. H 0.406
11. H 0.344
12. H 0.122
13. H 0.271
14. H 0.159
15. H 0.089
16. C -0.765
17. O -0.335
18. C -0.520
19. C -0.312
20. O -0.371
21. C -0.298
22. C 0.119
23. O -0.363
24. C -0.732
25. H 0.302
26. H 0.240
27. H 0.359
28. H 0.333
29. H 0.391
30. H 0.379
31. H 0.122
32. H 0.141
33. H 0.110
34. H 0.414
35. H -0.081
36. H 0.321
37. H 0.265
38. H 0.284
39. C -0.635
40. O -0.340
41. C 0.117
42. C -0.365
43. O -0.419
44. C -0.181
45. C -0.659
46. O -0.322
47. C -0.777
48. H 0.291
49. H 0.376
50. H 0.148
51. H -0.269
52. H 0.425
53. H 0.406
54. H 0.106
55. H 0.107
56. H 0.380
57. H 0.384
58. H 0.347
59. H 0.366
60. H 0.240
61. H 0.306